{
  "formula": "C34H55N13",
  "method": "wB97M-V/def2-TZVPD",
  "elements": ["C", "C", "N", "H", "H", "H", "C", "C", "N", "H", "H", "H", "C", "C", "N", "H", "H", "H", "C", "C", "N", "H", "H", "H", "C", "C", "N", "H", "H", "H", "C", "C", "N", "H", "H", "H", "C", "C", "N", "H", "H", "H", "C", "C", "N", "H", "H", "H", "C", "C", "N", "H", "H", "H", "C", "C", "C", "C", "N", "H", "H", "H", "H", "H", "H", "H", "C", "C", "C", "C", "N", "H", "H", "H", "H", "H", "H", "H", "C", "C", "C", "C", "N", "H", "H", "H", "H", "H", "H", "H", "C", "C", "C", "C", "N", "H", "H", "H", "H", "H", "H", "H"],
  "positions_angstrom": [[3.564, -1.057, 2.886], [2.223, -0.377, 2.928], [1.227, 0.212, 2.853], [3.460, -1.976, 3.421], [4.287, -0.383, 3.353], [3.700, -1.283, 1.812], [-3.938, 1.606, -4.155], [-3.751, 1.931, -5.541], [-3.609, 2.074, -6.693], [-4.189, 0.511, -3.952], [-4.651, 2.230, -3.615], [-3.018, 1.828, -3.634], [-1.275, 0.801, 4.682], [-2.187, 0.059, 3.820], [-2.821, -0.703, 3.222], [-0.831, 1.610, 4.129], [-0.442, 0.131, 4.902], [-1.684, 0.994, 5.622], [-0.644, -3.221, 5.000], [0.074, -2.434, 6.029], [0.801, -1.793, 6.638], [0.109, -3.617, 4.288], [-1.274, -2.619, 4.367], [-1.171, -3.993, 5.446], [-2.078, -6.217, -1.721], [-0.671, -6.625, -1.584], [0.390, -6.951, -1.340], [-2.118, -5.260, -2.254], [-2.553, -6.115, -0.772], [-2.639, -6.960, -2.215], [3.029, -0.360, -3.483], [3.345, -0.041, -2.069], [3.582, 0.410, -1.031], [1.947, -0.261, -3.613], [3.244, -1.408, -3.760], [3.595, 0.359, -4.099], [-3.165, -3.353, 1.431], [-2.137, -4.244, 1.922], [-1.265, -4.754, 2.449], [-3.300, -3.518, 0.315], [-2.879, -2.287, 1.507], [-4.077, -3.510, 1.984], [1.961, 3.646, -3.254], [0.888, 2.677, -3.154], [0.176, 1.753, -3.092], [2.613, 3.615, -2.378], [1.617, 4.646, -3.405], [2.654, 3.219, -4.038], [-4.984, 2.025, 1.536], [-3.675, 2.450, 1.952], [-2.605, 2.876, 2.072], [-4.907, 2.132, 0.451], [-5.749, 2.663, 1.967], [-5.158, 1.003, 1.905], [2.668, -4.043, -0.464], [3.339, -5.286, 0.176], [2.529, -5.771, 1.365], [2.554, -4.874, 2.500], [2.470, -4.164, 3.377], [2.775, -3.184, 0.173], [1.613, -4.207, -0.695], [3.172, -3.831, -1.421], [4.358, -5.062, 0.503], [3.496, -6.132, -0.489], [3.025, -6.683, 1.750], [1.486, -5.916, 1.142], [-2.007, 4.692, -4.582], [-1.499, 5.610, -3.463], [-1.643, 4.895, -2.089], [-3.073, 4.601, -1.791], [-4.170, 4.257, -1.557], [-1.776, 5.032, -5.607], [-3.085, 4.583, -4.533], [-1.575, 3.673, -4.456], [-1.947, 6.593, -3.503], [-0.416, 5.793, -3.617], [-1.143, 5.491, -1.356], [-1.137, 3.939, -2.165], [-0.114, -1.656, -1.265], [0.114, -0.355, -0.467], [-1.083, 0.187, 0.287], [-2.379, 0.037, -0.396], [-3.331, -0.014, -1.013], [-1.123, -1.734, -1.659], [0.069, -2.529, -0.713], [0.526, -1.705, -2.144], [0.461, 0.413, -1.184], [0.892, -0.455, 0.339], [-0.979, 1.237, 0.583], [-1.194, -0.326, 1.254], [4.561, 3.499, 0.994], [3.639, 4.234, 1.910], [2.183, 3.661, 1.963], [1.550, 3.473, 0.669], [1.267, 3.345, -0.440], [5.505, 4.115, 1.052], [4.227, 3.368, -0.027], [4.841, 2.492, 1.377], [3.599, 5.245, 1.627], [4.029, 4.164, 2.904], [1.584, 4.374, 2.520], [2.097, 2.779, 2.596]],
  "mulliken_charge": [-0.851, 0.325, -0.215, 0.315, 0.366, 0.159, -0.293, 0.281, -0.474, 0.343, 0.271, -0.122, -0.813, 0.535, -0.505, 0.183, 0.079, 0.443, 0.251, 0.214, -0.521, -0.118, -0.244, 0.458, -0.831, 0.447, -0.414, 0.247, 0.196, 0.367, -0.853, 0.499, -0.411, 0.187, 0.308, 0.315, -0.303, 0.451, -0.528, 0.180, -0.156, 0.410, -0.780, 0.718, -0.461, -0.007, 0.203, 0.359, -0.797, 0.484, -0.485, 0.181, 0.376, 0.244, -0.453, -0.693, -0.204, 0.190, -0.524, 0.084, 0.052, 0.300, 0.430, 0.345, 0.357, 0.097, -0.891, -0.627, 0.840, 0.077, -0.589, 0.369, 0.358, 0.068, 0.389, 0.168, 0.381, -0.614, -1.407, 1.618, 1.315, -0.212, -0.737, 0.385, 0.223, 0.247, -0.938, -0.194, 0.061, -0.465, -0.836, -0.554, -0.349, 0.218, -0.209, 0.328, 0.143, 0.200, 0.348, 0.340, 0.350, 0.001],
  "charge": 0,
  "homo_energy_ev": -10.84,
  "homo_lumo_gap_ev": 11.22
}

=====

{
  "formula": "C34H56Br2CaN4O2Si3Te",
  "method": "wB97M-V/def2-TZVPD",
  "elements": ["Ca", "C", "C", "N", "C", "C", "N", "C", "C", "N", "H", "H", "H", "H", "H", "H", "H", "H", "H", "H", "H", "H", "H", "H", "H", "C", "O", "Si", "C", "C", "C", "Si", "C", "C", "C", "Si", "C", "C", "C", "H", "H", "H", "H", "H", "H", "H", "H", "H", "H", "H", "H", "H", "H", "H", "H", "H", "H", "H", "H", "H", "H", "H", "H", "H", "H", "H", "C", "C", "C", "C", "C", "C", "Br", "C", "C", "Br", "C", "O", "C", "N", "H", "H", "H", "H", "H", "H", "C", "Te", "C", "C", "C", "C", "C", "C", "C", "H", "H", "H", "H", "H", "H", "H", "H"],
  "positions_angstrom": [[-0.156, 0.889, -0.802], [-1.545, 4.134, -0.604], [-0.114, 4.561, -0.577], [0.827, 3.419, -0.796], [2.175, 3.638, -0.341], [1.244, 2.889, 1.929], [0.456, 1.713, 1.607], [-0.937, 1.884, 2.110], [-1.859, 2.871, 1.500], [-1.823, 2.815, 0.007], [-2.128, 4.982, -0.148], [-1.874, 3.937, -1.641], [0.018, 5.471, -1.217], [0.123, 4.979, 0.436], [0.836, 3.136, -1.736], [2.868, 3.285, -1.072], [2.357, 4.674, -0.277], [1.549, 2.944, 2.942], [0.696, 3.836, 1.686], [0.858, 0.936, 2.128], [-1.357, 0.919, 1.784], [-0.973, 1.988, 3.175], [-2.867, 2.581, 1.796], [-1.793, 3.935, 1.775], [-2.763, 2.536, -0.291], [-0.467, 2.014, -4.145], [-0.819, 1.172, -3.087], [-1.721, -0.318, -3.418], [-3.146, -0.061, -4.667], [-0.552, -1.360, -4.428], [-2.095, -0.888, -1.773], [-1.593, -2.708, -1.512], [0.310, -2.719, -1.492], [-2.262, -3.859, -2.857], [-2.230, -3.163, 0.220], [-3.702, -0.398, -1.093], [-3.900, -0.214, 0.747], [-4.244, 1.314, -1.681], [-5.029, -1.461, -1.749], [-1.347, 2.163, -4.848], [0.275, 1.443, -4.734], [-0.076, 2.967, -3.731], [-2.781, 0.032, -5.649], [-3.705, 0.840, -4.334], [-3.801, -0.933, -4.586], [-1.057, -1.686, -5.323], [-0.218, -2.298, -3.888], [0.462, -0.959, -4.720], [0.733, -1.895, -2.012], [0.813, -3.652, -1.885], [0.561, -2.573, -0.441], [-3.298, -4.179, -2.678], [-1.650, -4.705, -2.987], [-2.218, -3.287, -3.823], [-1.917, -2.360, 0.851], [-1.707, -4.104, 0.421], [-3.283, -3.211, 0.335], [-3.522, -0.981, 1.436], [-4.959, 0.051, 0.994], [-3.386, 0.693, 0.974], [-3.531, 1.853, -2.309], [-4.544, 1.865, -0.725], [-5.207, 1.191, -2.181], [-4.862, -2.546, -1.470], [-5.075, -1.352, -2.790], [-5.971, -1.214, -1.303], [2.809, 5.572, 1.625], [3.328, 4.113, 1.686], [3.949, 3.647, 2.829], [4.148, 2.355, 3.243], [3.971, 1.380, 2.222], [4.611, 0.154, 2.134], [5.399, -0.592, 3.723], [4.645, -0.663, 1.011], [3.818, -0.302, -0.059], [3.736, -1.445, -1.560], [2.961, 0.837, -0.015], [2.060, 0.962, -0.894], [3.220, 1.744, 1.029], [2.486, 3.033, 1.072], [3.220, 6.049, 2.523], [1.692, 5.597, 1.688], [3.131, 6.159, 0.767], [4.361, 4.393, 3.581], [4.804, 2.212, 4.111], [5.242, -1.562, 1.026], [0.364, -3.235, 3.415], [1.134, -1.706, 2.142], [2.681, -3.137, 1.657], [2.175, -4.476, 2.193], [2.949, -5.618, 2.099], [2.585, -6.788, 2.676], [1.456, -6.831, 3.487], [0.667, -5.698, 3.630], [1.074, -4.534, 3.058], [-0.699, -3.356, 3.306], [0.613, -3.024, 4.456], [3.589, -2.821, 2.150], [2.655, -3.132, 0.561], [3.845, -5.646, 1.500], [3.274, -7.639, 2.571], [1.077, -7.724, 4.009], [-0.127, -5.743, 4.317]],
  "mulliken_charge": [2.205, -1.178, -0.081, 0.398, -1.406, -1.986, 1.085, -0.760, -1.109, -0.009, 0.408, 0.419, 0.412, 0.044, 0.336, 0.260, 0.430, 0.600, 0.381, -0.588, 0.251, 0.526, 0.562, 0.533, -0.513, -1.236, -0.483, 0.511, -1.442, -1.331, 1.139, 0.329, -0.233, -1.064, -0.947, 0.153, -0.340, -1.613, -1.214, 0.263, 0.310, 0.368, 0.565, 0.317, 0.267, 0.466, 0.205, 0.365, 0.274, 0.486, -0.943, 0.311, 0.497, 0.209, -0.226, 0.389, 0.519, 0.324, 0.400, -0.444, 0.103, 0.590, 0.472, 0.180, 0.382, 0.455, -1.616, 0.768, -0.548, -2.239, 0.662, 0.346, -0.213, -0.590, -0.054, -0.114, 0.944, -1.267, -1.087, 2.192, 0.481, 0.156, 0.337, 0.216, 0.321, 0.595, -1.216, 0.125, -0.821, 0.406, -0.681, -0.587, -0.469, -0.873, 0.578, 0.559, 0.500, 0.500, 0.453, 0.460, 0.357, 0.352, 0.513],
  "charge": 0,
  "e_above_lowest_ev": 2.6090,
  "homo_energy_ev": -6.03,
  "homo_lumo_gap_ev": 6.10
}